## A
C3H5FO | the ωB97M-V functional and the def2-TZVPD basis

```
10
Properties=species:S:1:pos:R:3
O -2.05864 -0.31955 -0.16862
C -0.99878 -0.07946 0.33565
C -0.02541 0.94737 -0.14376
C 1.32607 0.40771 0.11560
F 1.29502 -0.98866 -0.15728
H -0.52191 -0.60460 1.14133
H -0.10615 1.91887 0.37753
H -0.04054 1.10285 -1.23854
H 1.56586 0.54773 1.17614
H 2.10546 0.83586 -0.53686
```

As for the HOMO energy: -10.050 eV. Its structure (SMILES) is O=CCCF.



## B
C3H5FO | the ωB97M-V functional and the def2-TZVPD basis

```
10
Properties=species:S:1:pos:R:3
O -1.35153 1.45167 -0.09063
C -0.70870 -0.09323 -0.11053
F -1.66795 -0.93813 -0.48090
C 0.67214 -0.27499 -0.68672
C 0.39232 -0.38183 0.84812
H -0.42285 1.76063 -0.01336
H 1.15225 0.64238 -0.99249
H 0.83512 -1.11054 -1.22775
H 0.33532 -1.31311 1.23851
H 0.76389 0.25714 1.51574
```

As for the HOMO energy: -10.313 eV. Its structure (SMILES) is OC1(F)CC1.



Relative energies in kcal/mol: A 0.0; B 41.7



## A
FH3N2O | the ωB97M-V functional and the def2-TZVPD basis

```
7
Properties=species:S:1:pos:R:3
N -0.13439 -0.27406 -1.06429
N 0.55142 -0.28618 0.11703
O 0.81204 0.70086 0.77343
F -0.50828 1.21850 1.77123
H -0.12963 0.68448 -1.41542
H -1.09086 -0.62178 -0.99848
H 0.49971 -1.42182 0.81650
```

As for the HOMO energy (alpha / beta): -9.872 / -9.837 eV.



## B
FH3N2O | the ωB97M-V functional and the def2-TZVPD basis

```
7
Properties=species:S:1:pos:R:3
N -0.44660 -0.72427 0.18953
N -0.39003 0.48878 0.49774
O -2.68199 0.69766 0.27838
F -2.58702 -0.51772 -0.33204
H -0.39820 -0.88112 -0.84320
H -0.94065 -1.42200 0.67542
H -0.46239 0.73340 1.49319
```

As for the HOMO energy (alpha / beta): -8.969 / -8.898 eV.



## C
FH3N2O | the ωB97M-V functional and the def2-TZVPD basis

```
7
Properties=species:S:1:pos:R:3
N -0.02677 -0.69742 -0.85087
N 0.16283 1.76308 0.04645
O -0.19221 1.59481 1.10648
F 0.48444 0.12387 2.02485
H -0.05017 -0.71140 0.08112
H -0.93443 -0.82825 -1.06730
H 0.55631 -1.24468 -1.34073
```

As for the HOMO energy (alpha / beta): -10.391 / -9.992 eV.



## D
FH3N2O | the ωB97M-V functional and the def2-TZVPD basis

```
7
Properties=species:S:1:pos:R:3
N -0.54800 -0.70759 -0.58393
N -0.00151 0.48015 -0.46333
O 0.65078 0.50177 1.16099
F 0.36921 1.76089 1.70353
H -1.16725 -1.00978 0.16546
H -0.10465 -1.46527 -0.98688
H 0.80142 0.43983 -0.99584
```

As for the HOMO energy (alpha / beta): -9.322 / -9.321 eV.



Relative energies in kcal/mol: A 31.4; B 48.8; C 0.0; D 36.5



## A
C2H6N2S | the ωB97M-V functional and the def2-TZVPD basis

```
11
Properties=species:S:1:pos:R:3
C 1.58135 0.11996 0.69812
C -0.61652 0.77136 0.08041
N 0.42858 -0.02953 0.10176
N 0.30194 -1.34098 -0.40365
S -2.05975 0.33879 -0.90679
H 2.35313 -0.65449 0.57053
H 1.77357 1.01345 1.22026
H -0.57395 1.72444 0.64194
H -0.81411 -1.13656 -0.58166
H 0.68563 -1.38532 -1.40271
H -3.05986 0.57888 -0.01819
```

As for the HOMO energy: -6.835 eV.



## B
C2H6N2S | the ωB97M-V functional and the def2-TZVPD basis

```
11
Properties=species:S:1:pos:R:3
C -1.36764 -0.49780 1.13292
C 1.09938 -0.44765 -1.12426
H -0.69270 -1.77723 1.46040
H -2.31862 -0.91064 0.16205
H -2.01402 0.17163 1.92533
H 2.07428 1.25180 0.59103
H 2.23136 -0.47632 -1.58362
H -0.14690 -1.55659 -2.36472
N 1.19515 0.37973 0.01231
N -0.04537 -0.87224 -1.51323
S -0.34827 0.77610 0.64150
```

As for the HOMO energy: -7.850 eV.



Relative energies in kcal/mol: A 0.0; B 52.0



## A
C2H6N2S | the ωB97M-V functional and the def2-TZVPD basis

```
11
Properties=species:S:1:pos:R:3
C -1.14089 -1.07685 -0.17503
N -1.26997 0.28350 0.27760
C -0.30379 1.06932 0.14717
N 0.93502 0.79792 -0.45556
S 1.91265 -0.48081 0.05960
H -2.15915 -1.31533 -0.47685
H -0.82652 -1.72612 0.63173
H -0.42026 -1.23356 -1.00188
H -0.40218 2.11449 0.36630
H 1.51747 1.61801 -0.67939
H 2.15765 -0.05056 1.30631
```

As for the HOMO energy: -9.340 eV. Its structure (SMILES) is C/N=C\NS.



## B
C2H6N2S | the ωB97M-V functional and the def2-TZVPD basis

```
11
Properties=species:S:1:pos:R:3
H 3.24288 0.11435 -0.36645
N 2.32705 0.12997 0.10676
C 1.42241 -0.55352 -0.29531
N 0.33704 -0.83633 0.57473
S -1.22041 -1.03522 -0.06999
C -1.83183 0.68167 0.00729
H 1.26851 -1.04377 -1.32447
H 0.49532 -0.40101 1.46057
H -2.05460 0.84714 1.01735
H -1.20075 1.47127 -0.54568
H -2.78563 0.62546 -0.56481
```

As for the HOMO energy: -8.962 eV. Its structure (SMILES) is [H]/N=C/NSC.



Relative energies in kcal/mol: A 2.9; B 0.0